#a
The following is a quantum chemistry calculation of a molecular structure, C13H24Cl2NO4P2Pb, from the OMol25 dataset.

```
! RIJCOSX wB97M-V def2-TZVPD def2/J DEFGRID3
* xyz 3 1
Pb 1.09 -0.49 1.49
P -1.25 -1.95 1.33
C -1.40 -2.15 -0.41
C -1.36 -1.06 -1.32
N -0.46 -0.06 -1.04
C -0.32 1.13 -1.60
C -1.24 1.38 -2.57
C -2.01 0.35 -3.09
C -2.10 -0.88 -2.50
C 0.54 2.19 -0.94
P 2.17 1.67 -0.28
H -2.75 -1.67 -2.92
H -1.17 2.38 -2.94
H -2.62 0.61 -3.96
H 0.72 2.94 -1.72
H -0.05 2.66 -0.13
H 1.31 -5.81 -2.48
H -1.93 -3.08 -0.74
H 2.69 -0.57 -1.95
O 1.01 -5.28 -1.73
H 0.50 -5.95 -1.24
H 0.29 -0.17 -0.30
O 2.72 -1.51 -1.69
H 1.90 -1.86 -2.15
C 3.13 1.62 -1.86
H 3.53 2.63 -2.03
H 3.97 0.90 -1.73
H 2.42 1.34 -2.67
C 2.76 3.17 0.55
H 3.74 2.90 0.96
H 2.88 3.97 -0.20
H 2.10 3.49 1.36
C -2.68 -0.94 1.86
H -3.62 -1.53 1.79
H -2.46 -0.70 2.92
H -2.74 -0.02 1.26
C -1.64 -3.61 1.98
H -1.33 -3.59 3.04
H -2.71 -3.87 1.92
H -1.05 -4.36 1.43
Cl -0.10 4.22 3.07
C -0.54 2.72 3.89
Cl -2.27 2.50 4.12
C -0.02 1.53 3.00
O 0.92 0.81 3.49
O -0.55 1.36 1.86
H -0.01 2.64 4.85
*
```

As for the highest occupied orbital energy (spin up / spin down): -18.56 / -18.56 eV. The orbital gap (spin up / spin down) is 4.67 / 5.97 eV.

#b
The following is a quantum chemistry calculation of a molecular structure, C13H24Cl2NO4P2Pb, from the OMol25 dataset.

```
! RIJCOSX wB97M-V def2-TZVPD def2/J DEFGRID3
* xyz 3 1
Pb 0.02 -0.45 1.92
P -1.80 1.64 1.13
C -2.39 1.33 -0.54
C -1.55 0.62 -1.48
N -0.49 -0.21 -1.13
C 0.59 -0.18 -1.94
C 0.58 0.37 -3.22
C -0.59 0.92 -3.73
C -1.69 0.95 -2.88
C 1.91 -0.70 -1.39
P 1.74 -1.83 0.02
H -2.66 1.30 -3.23
H 1.53 0.41 -3.75
H -0.62 1.31 -4.74
H 2.45 -1.21 -2.19
H 2.56 0.15 -1.11
H -4.31 -1.55 -0.69
H -3.48 1.14 -0.78
H -1.94 -2.88 -0.32
O -4.19 -2.07 0.18
H -4.80 -1.67 0.83
H -0.84 -2.28 0.73
O -1.26 -3.17 0.36
H -1.71 -3.61 1.11
C 1.29 -3.34 -0.90
H 2.04 -3.53 -1.66
H 1.29 -4.19 -0.21
H 0.33 -3.25 -1.44
C 3.52 -2.09 0.41
H 3.63 -2.89 1.16
H 4.09 -2.37 -0.49
H 3.98 -1.16 0.79
C -0.76 3.13 0.81
H -1.43 3.95 0.49
H -0.14 3.50 1.64
H -0.04 2.87 0.01
C -3.31 2.09 2.09
H -3.07 2.30 3.15
H -3.78 3.00 1.68
H -4.06 1.28 2.03
Cl 4.64 1.48 1.89
C 3.23 2.16 2.70
Cl 2.72 3.77 2.18
C 2.09 1.20 2.33
O 1.65 0.46 3.28
O 1.63 1.16 1.14
H 3.40 2.15 3.79
*
```

As for the highest occupied orbital energy (spin up / spin down): -18.13 / -18.13 eV. The orbital gap (spin up / spin down) is 5.43 / 5.43 eV.

The data favor #b; the next most stable structure lies 8.0 kcal/mol above it.

#a
The following is a quantum chemistry calculation of a gas-phase ion, C5H9IN (charge +1), from the OMol25 dataset.

```
! RIJCOSX wB97M-V def2-TZVPD def2/J DEFGRID3
* xyz 1 1
C -0.37 1.50 0.64
N 0.21 0.80 -0.47
C -0.52 -0.59 -0.67
C 0.28 -1.62 0.18
C 1.52 -0.86 0.27
C 1.50 0.39 -0.16
I 3.30 1.72 -0.34
H -0.60 0.70 1.38
H 0.27 2.41 0.95
H -1.29 1.97 0.42
H 0.00 1.26 -1.32
H -0.38 -0.94 -1.63
H -1.56 -0.38 -0.22
H 0.40 -2.52 -0.53
H -0.29 -1.76 1.14
H 2.45 -1.24 0.66
*
```

Its SMILES is C[N@@H+]1CCC=C1I. As for the highest occupied orbital energy: -13.48 eV. The orbital gap is 9.52 eV.

#b
The following is a quantum chemistry calculation of a gas-phase ion, C5H9IN (charge +1), from the OMol25 dataset.

```
! RIJCOSX wB97M-V def2-TZVPD def2/J DEFGRID3
* xyz 1 1
C 1.41 0.16 -1.79
C -0.20 1.71 -1.12
C 1.00 -0.79 -0.72
C -0.52 -0.76 -0.57
C -0.63 1.00 1.15
N -0.92 0.66 -0.29
I 0.03 0.89 -3.12
H 2.30 0.75 -1.83
H 1.55 -1.74 -0.88
H 1.37 -0.34 0.17
H -1.14 -0.93 -1.47
H -0.88 -1.38 0.18
H -1.47 1.59 1.51
H -0.56 -0.01 1.73
H 0.28 1.69 1.24
H -1.94 0.71 -0.52
*
```

As for the highest occupied orbital energy (spin up / spin down): -12.79 / -12.78 eV. The orbital gap (spin up / spin down) is 8.44 / 8.43 eV.

#c
The following is a quantum chemistry calculation of a gas-phase ion, C5H9IN (charge +1), from the OMol25 dataset.

```
! RIJCOSX wB97M-V def2-TZVPD def2/J DEFGRID3
* xyz 1 1
C 0.02 -1.66 0.65
N -0.28 -0.70 -0.38
C 0.92 0.18 -0.86
C 0.83 1.47 0.03
C -0.65 1.51 0.41
C -1.16 0.35 0.09
I -3.66 -0.29 -0.06
H 0.73 -1.30 1.33
H -0.83 -2.04 1.26
H 0.31 -2.53 0.28
H -0.67 -1.27 -1.17
H 0.88 0.42 -1.99
H 1.79 -0.54 -0.81
H 1.16 2.28 -0.67
H 1.51 1.73 0.88
H -0.90 2.38 1.01
*
```

Its SMILES is C[N@@H+]1CCC=C1I. As for the highest occupied orbital energy: -13.49 eV. The orbital gap is 8.16 eV.

The data favor #a; the next most stable structure lies 24.4 kcal/mol above it.

#a
The following is a quantum chemistry calculation of 2 unconnected molecules or ions with the total composition Cl5NP2, from the OMol25 dataset.

```
! RIJCOSX wB97M-V def2-TZVPD def2/J DEFGRID3
* xyz 0 1
Cl 1.57 -0.25 -0.94
P 1.26 1.51 -0.02
Cl 0.58 2.58 -1.58
Cl 3.08 2.27 -0.02
N -0.66 -2.45 -0.14
P -0.69 -1.13 0.52
Cl 0.16 -0.49 2.21
Cl -1.74 0.66 -0.11
*
```

Its SMILES is ClP(Cl)Cl.N#P(Cl)Cl. As for the highest occupied orbital energy: -10.25 eV. The orbital gap is 8.65 eV.

#b
The following is a quantum chemistry calculation of a molecular structure, Cl5NP2, from the OMol25 dataset.

```
! RIJCOSX wB97M-V def2-TZVPD def2/J DEFGRID3
* xyz 0 1
N -0.42 0.34 -1.56
P -1.34 0.37 -0.39
P 1.31 -0.72 -0.10
Cl -2.14 -1.32 0.29
Cl -2.70 1.77 0.26
Cl 2.07 0.93 -0.96
Cl 0.27 -0.05 1.57
Cl 2.93 -1.34 0.89
*
```

As for the highest occupied orbital energy: -9.46 eV. The orbital gap is 7.95 eV.

The data favor #a; the next most stable structure lies 5.3 kcal/mol above it.